Formula: C25H43F4N7O4P2ReS
Source: the OMol25 dataset
Level of theory: ωB97M-V/def2-TZVPD

The geometry in ORCA input format:
```
! wB97M-V def2-TZVPD RIJCOSX def2/J DEFGRID3
* xyz 2 4
Re -0.6655 -0.3776 -0.8875
C 1.4665 -0.3381 -3.6304
C 0.8955 -1.7092 -3.2891
N -0.4675 -1.7794 -2.6580
C -1.5494 -1.7555 -3.7047
C -1.5399 -0.6522 -4.7509
C -0.5891 -3.1336 -2.0403
C 0.0280 -3.1650 -0.6598
N -0.6641 -2.1544 0.1370
C -1.2244 -2.5104 1.3507
C -2.2390 -1.7527 1.9768
F -2.6963 -0.6433 1.3856
C -2.8485 -2.1196 3.1581
F -3.8083 -1.3306 3.6393
C -2.4939 -3.2720 3.8243
C -1.4817 -4.0249 3.2675
F -1.0731 -5.1324 3.8759
C -0.8542 -3.6550 2.0928
F 0.1830 -4.4181 1.6975
H 2.4328 -0.4976 -4.1105
H 1.6375 0.2503 -2.7315
H 0.8492 0.2373 -4.3107
H 1.5887 -2.1794 -2.5914
H 0.8626 -2.3267 -4.1907
H -2.4934 -1.7424 -3.1678
H -1.4830 -2.7104 -4.2342
H -1.4704 0.3406 -4.3151
H -2.4844 -0.7156 -5.2919
H -0.7414 -0.7830 -5.4786
H -0.1329 -3.8823 -2.6916
H -1.6498 -3.3589 -1.9311
H 1.0938 -2.9238 -0.7019
H -0.0785 -4.1725 -0.2756
H -2.9860 -3.5828 4.7346
C 0.9426 3.3096 3.5805
N 0.1180 2.2478 2.9966
C -1.2470 2.1625 3.5313
P 0.4153 1.8736 1.4300
O -0.5765 0.8531 0.9656
O 1.8955 1.2467 1.4522
P 2.3262 -0.1563 0.7533
O 1.5114 -0.3945 -0.4869
N 3.8999 -0.0436 0.3598
C 4.3305 0.5903 -0.8880
C 4.9004 -0.0047 1.4290
N 2.0727 -1.2695 1.9248
C 1.9794 -0.9619 3.3529
C 2.6080 -2.6096 1.6349
N 0.5921 3.1813 0.4448
C 1.8710 3.7940 0.0929
C -0.5347 4.1137 0.4645
H 0.9860 3.1685 4.6598
H 0.5314 4.3044 3.3860
H 1.9573 3.2553 3.1863
H -1.1936 1.8959 4.5867
H -1.8026 1.3920 3.0009
H -1.7750 3.1160 3.4417
H 3.5331 0.5411 -1.6260
H 5.1986 0.0552 -1.2726
H 4.6138 1.6341 -0.7281
H 4.5587 -0.5730 2.2915
H 5.1153 1.0198 1.7436
H 5.8230 -0.4549 1.0643
H 1.5986 0.0447 3.5039
H 2.9477 -1.0586 3.8520
H 1.2889 -1.6666 3.8176
H 2.8462 -2.6993 0.5755
H 1.8717 -3.3667 1.9023
H 3.5187 -2.8012 2.2082
H 2.6728 3.0665 0.1738
H 2.0990 4.6496 0.7346
H 1.8228 4.1403 -0.9418
H -1.4615 3.5759 0.6737
H -0.6198 4.5847 -0.5154
H -0.4034 4.9025 1.2111
O -2.6699 -0.3838 -1.3728
N -3.2702 0.7314 -1.8187
C -4.6182 0.7370 -1.8439
C -5.2968 1.8180 -2.3353
C -4.5769 2.9138 -2.8154
C -3.2006 2.8893 -2.7673
C -2.5351 1.7783 -2.2472
S -0.8180 1.6781 -2.1244
H -5.0974 -0.1489 -1.4540
H -6.3764 1.8056 -2.3418
H -5.0900 3.7778 -3.2143
H -2.6061 3.7160 -3.1295
*
```

* frontier orbital gap (alpha / beta): 7.83 / 6.58 eV
* F_max: 1.5 eV Å⁻¹
* HOMO level (alpha / beta): -12.94 / -13.15 eV